Density functional theory data (ωB97M-V/def2-TZVPD) for a structure of composition C45H41BrN4RuSSb2.

XYZ file:
```
95
Properties=species:S:1:pos:R:3:forces:R:3:lowdin_spin:R:1
Ru 0.567217 0.193882 0.212485 -1.088 1.619 -0.060 0.803
C -2.442275 -3.028271 0.685230 -0.048 0.040 0.006 0.002
C -1.396635 -2.057404 0.251213 0.142 -0.001 0.001 0.016
N -1.213155 -0.896246 0.775780 -0.115 -0.410 -0.498 -0.007
N -1.997421 -0.597310 1.868938 0.095 0.161 -0.006 0.007
C -1.364949 0.182694 2.679963 -0.137 0.027 0.108 0.013
N -1.945334 0.532383 3.853146 0.032 -0.032 0.025 0.007
S 0.250394 0.825566 2.386445 0.575 -0.503 0.217 0.092
C -0.366149 -2.466861 -0.728218 0.037 0.051 -0.122 0.007
C -0.458257 -3.630120 -1.477425 0.031 0.068 0.007 0.004
C 0.599105 -3.992510 -2.298068 0.002 0.015 0.021 0.004
C 1.728477 -3.193238 -2.344233 -0.006 0.004 -0.032 0.003
C 1.756681 -2.042547 -1.577875 -0.022 -0.032 0.017 0.008
N 0.735231 -1.683840 -0.799158 0.097 -0.346 0.472 0.029
H -1.994777 -3.802828 1.312879 0.010 -0.010 -0.003 0.001
H -2.900081 -3.509403 -0.177244 -0.012 0.004 -0.014 0.000
H -3.210450 -2.518573 1.258047 0.022 -0.021 -0.014 0.000
H -2.735414 -0.015997 4.153940 0.012 0.018 -0.011 0.000
H -1.374484 0.946608 4.569627 -0.017 0.059 -0.029 0.000
H -1.343044 -4.244342 -1.417218 -0.021 -0.003 -0.010 0.000
H 0.541942 -4.897336 -2.887818 0.000 -0.005 -0.005 0.000
H 2.579057 -3.449247 -2.958911 0.005 -0.004 0.002 0.000
H 2.610360 -1.376847 -1.573373 0.014 -0.028 0.009 0.000
Br 0.642909 0.953905 -2.453677 0.172 -0.468 0.084 0.026
C 2.476009 1.527687 -2.316354 -0.026 0.012 -0.043 0.001
C 3.022644 2.099541 -3.423887 0.007 0.010 0.003 0.001
C 4.382587 2.472682 -3.383003 -0.009 -0.014 0.007 0.001
C 5.120695 2.218201 -2.264655 -0.012 0.002 0.001 0.000
C 4.545897 1.611728 -1.120541 0.000 0.048 0.019 0.000
C 5.330109 1.325453 0.020694 0.011 -0.005 0.014 0.000
C 4.754049 0.749838 1.112958 0.011 0.034 -0.009 0.001
C 3.369190 0.477566 1.133054 -0.013 0.072 0.031 0.003
C 2.539023 0.743579 0.065585 0.020 -0.173 -0.141 -0.004
C 3.162211 1.281120 -1.104563 -0.006 -0.019 -0.043 -0.002
H 2.437045 2.249926 -4.320462 -0.005 0.003 -0.007 0.001
H 4.832042 2.934204 -4.251372 0.003 0.009 -0.003 0.000
H 6.171979 2.476071 -2.234701 0.009 0.004 0.000 0.000
H 6.385946 1.564235 0.003466 0.006 0.011 0.005 0.000
H 5.353133 0.516922 1.984224 0.002 0.001 0.006 0.000
H 2.952752 0.067522 2.046760 0.020 -0.029 -0.020 0.000
C -0.588443 3.968856 -1.628391 -0.325 -0.125 0.027 -0.003
C -2.033594 3.983646 -2.123271 0.042 0.030 -0.010 0.000
C -2.585667 2.621936 -2.540240 -0.046 -0.017 0.035 0.000
Sb -3.138934 1.516150 -0.768895 -0.080 0.034 -0.053 -0.003
C -3.594885 -0.347415 -1.707712 -0.059 0.073 -0.042 0.000
C -4.625019 -1.135560 -1.197930 0.001 -0.008 0.015 0.000
C -4.969480 -2.332973 -1.809576 0.017 -0.013 0.026 0.000
C -4.271658 -2.769291 -2.927860 0.011 -0.006 -0.002 0.000
C -3.230875 -2.002427 -3.432594 0.011 -0.002 -0.001 0.000
C -2.901382 -0.794180 -2.830219 0.051 -0.036 0.061 0.000
C -5.121344 2.298292 -0.690775 0.039 -0.032 -0.060 -0.002
C -5.422756 3.266179 0.263223 0.007 -0.008 0.029 0.000
C -6.684805 3.846584 0.302686 0.007 0.002 0.002 0.000
C -7.653696 3.459144 -0.609249 -0.008 0.003 -0.001 0.000
C -7.360158 2.495859 -1.565674 -0.009 0.004 -0.002 0.000
C -6.099612 1.919469 -1.608071 -0.011 -0.001 0.006 0.000
Sb -0.081576 2.828235 0.136439 0.769 0.080 0.067 -0.006
C 1.787128 3.831900 0.432093 -0.095 0.078 -0.001 0.001
C 2.389910 4.552658 -0.594381 0.038 -0.050 0.004 0.000
C 3.561389 5.264650 -0.365093 0.004 -0.047 -0.006 0.000
C 4.139876 5.259732 0.893753 0.014 0.002 -0.005 0.000
C 3.546878 4.540372 1.922225 0.021 -0.020 0.023 0.000
C 2.376151 3.834134 1.694428 -0.015 -0.083 0.017 0.000
C -1.147084 3.997456 1.556387 -0.073 -0.149 -0.006 -0.003
C -2.226415 3.537392 2.299364 -0.016 0.020 -0.015 0.001
C -2.878692 4.385522 3.183618 -0.011 0.013 0.012 0.000
C -2.461722 5.701225 3.321265 -0.007 -0.005 0.005 0.000
C -1.389909 6.167401 2.574795 0.002 0.003 -0.017 0.000
C -0.729200 5.318803 1.697323 -0.014 0.009 0.024 -0.001
H -0.294924 4.969997 -1.308129 0.016 0.012 -0.006 0.000
H 0.088476 3.648623 -2.417010 0.027 0.050 -0.032 0.000
H -2.064687 4.659523 -2.984113 -0.012 0.026 0.026 0.000
H -2.679960 4.442291 -1.366622 0.005 -0.002 0.016 0.000
H -1.855540 2.077867 -3.137669 0.001 -0.032 -0.028 0.000
H -3.492604 2.722020 -3.137204 0.004 0.038 0.008 0.000
H -5.177988 -0.809277 -0.323671 -0.025 0.017 -0.016 0.000
H -5.784401 -2.925327 -1.413362 -0.010 -0.002 0.001 0.000
H -4.546875 -3.697388 -3.411351 0.001 -0.015 -0.004 0.000
H -2.686527 -2.333954 -4.307944 0.000 0.001 -0.011 0.000
H -2.099439 -0.199909 -3.254825 -0.012 0.012 -0.018 0.000
H -4.673751 3.577735 0.983472 -0.005 0.001 -0.013 0.000
H -6.908917 4.599924 1.046512 -0.003 0.008 0.010 0.000
H -8.637969 3.906954 -0.577003 -0.008 0.006 -0.002 0.000
H -8.114368 2.194811 -2.281106 -0.008 -0.003 -0.003 0.000
H -5.884549 1.167414 -2.358288 0.007 -0.003 -0.014 0.000
H 1.967131 4.562701 -1.589644 -0.014 0.019 -0.035 0.000
H 4.019025 5.820001 -1.173452 0.000 0.005 -0.008 0.000
H 5.050444 5.815221 1.075551 0.005 0.003 0.001 0.000
H 3.996252 4.531118 2.906786 -0.002 0.005 0.008 0.000
H 1.922530 3.287369 2.513962 -0.012 0.008 -0.009 0.000
H -2.574303 2.521444 2.191177 -0.013 -0.088 0.000 0.000
H -3.717806 4.017408 3.760101 -0.003 -0.010 0.013 0.000
H -2.969536 6.362636 4.010567 -0.009 0.005 0.000 0.000
H -1.061136 7.192916 2.676638 0.009 0.012 0.004 0.000
H 0.122469 5.692095 1.141676 -0.003 0.009 -0.005 0.000
```
Positions in Å, forces in eV/Å.

The energy above the lowest of the compared OMol25 structures with the same formula, charge and spin is 66.4 kJ/mol. Its expectation value of S² is 0.759. As for the multiplicity: 2. The charge is +1. For the strongest force on any atom, the calculation gives 0.03796 Eh/bohr.